{
  "formula": "C31H80F3HgO13S",
  "method": "ωB97M-V/def2-TZVPD",
  "de_lowest_kcal_mol": 0.0,
  "gap_ev": 5.53,
  "fmax_ha_per_bohr": 0.0822,
  "charge": 1,
  "molar_mass_g_mol": 950.6,
  "elements": ["Hg", "C", "F", "F", "F", "S", "O", "O", "O", "C", "C", "C", "O", "H", "H", "H", "H", "H", "H", "H", "H", "C", "C", "C", "O", "H", "H", "H", "H", "H", "H", "H", "H", "C", "C", "C", "O", "H", "H", "H", "H", "H", "H", "H", "H", "C", "C", "C", "O", "H", "H", "H", "H", "H", "H", "H", "H", "C", "C", "C", "O", "H", "H", "H", "H", "H", "H", "H", "H", "C", "C", "C", "O", "H", "H", "H", "H", "H", "H", "H", "H", "C", "C", "C", "O", "H", "H", "H", "H", "H", "H", "H", "H", "C", "C", "C", "O", "H", "H", "H", "H", "H", "H", "H", "H", "C", "C", "C", "O", "H", "H", "H", "H", "H", "H", "H", "H", "C", "C", "C", "O", "H", "H", "H", "H", "H", "H", "H", "H"],
  "coordinates": [[2.974, 2.784, -0.769], [-0.765, -0.280, -0.830], [-1.381, -1.411, -0.552], [-0.575, -0.225, -2.137], [-1.630, 0.685, -0.477], [0.898, -0.066, 0.164], [1.669, -1.203, -0.223], [1.486, 1.172, -0.264], [0.592, -0.036, 1.616], [0.951, -3.572, 2.548], [2.307, -2.916, 2.467], [3.378, -3.392, 3.541], [2.753, -3.290, 1.151], [0.340, -3.039, 3.277], [1.174, -4.599, 2.836], [0.405, -3.518, 1.606], [2.131, -1.842, 2.529], [2.940, -3.172, 4.515], [4.251, -2.752, 3.413], [3.531, -4.466, 3.433], [2.410, -2.694, 0.482], [3.274, 1.615, -5.392], [2.405, 2.372, -4.375], [0.906, 1.975, -4.508], [2.866, 1.939, -3.100], [3.045, 1.902, -6.419], [3.154, 0.541, -5.252], [4.316, 1.811, -5.142], [2.346, 3.454, -4.492], [0.737, 0.948, -4.183], [0.594, 2.159, -5.536], [0.247, 2.648, -3.960], [2.736, 0.989, -3.064], [-4.786, 1.697, -1.857], [-6.029, 0.748, -1.765], [-6.946, 1.051, -0.595], [-6.768, 0.811, -2.920], [-5.078, 2.675, -2.241], [-4.012, 1.352, -2.543], [-4.313, 1.881, -0.893], [-5.777, -0.298, -1.592], [-7.100, 2.123, -0.474], [-6.494, 0.672, 0.322], [-7.926, 0.587, -0.708], [-7.444, 0.129, -2.904], [3.035, 1.637, 3.204], [2.369, 2.804, 2.556], [2.249, 4.017, 3.493], [3.154, 3.188, 1.487], [3.351, 0.876, 2.490], [2.374, 1.111, 3.893], [3.918, 1.979, 3.745], [1.368, 2.491, 2.259], [1.919, 4.904, 2.952], [3.064, 4.147, 4.205], [1.435, 3.871, 4.203], [3.932, 3.596, 1.874], [-0.365, 1.171, 5.442], [-0.312, -0.343, 4.981], [-1.145, -1.211, 5.938], [-0.914, -0.443, 3.718], [-1.419, 1.419, 5.569], [0.021, 1.817, 4.654], [0.121, 1.459, 6.374], [0.719, -0.697, 4.964], [-2.173, -0.852, 5.984], [-0.795, -1.197, 6.970], [-1.001, -2.229, 5.577], [-0.263, -0.239, 3.043], [5.396, -1.150, -0.853], [5.055, -0.023, 0.172], [6.049, 0.116, 1.302], [4.865, 1.216, -0.567], [4.655, -1.239, -1.648], [5.292, -2.079, -0.292], [6.406, -1.073, -1.255], [4.079, -0.256, 0.598], [6.253, -0.730, 1.959], [5.668, 0.842, 2.020], [7.037, 0.389, 0.931], [5.620, 1.407, -1.128], [3.096, -3.009, -2.983], [2.421, -1.786, -3.646], [1.071, -2.043, -4.313], [2.324, -0.719, -2.778], [4.182, -2.948, -2.925], [2.780, -3.908, -3.511], [2.716, -3.163, -1.973], [3.157, -1.420, -4.361], [0.742, -1.134, -4.815], [0.364, -2.347, -3.541], [1.100, -2.747, -5.144], [2.129, -1.060, -1.902], [-5.149, -1.879, -3.981], [-4.160, -3.011, -3.832], [-3.108, -2.806, -2.761], [-4.877, -4.168, -3.423], [-5.735, -1.777, -3.068], [-5.825, -2.170, -4.785], [-4.668, -0.914, -4.143], [-3.677, -3.321, -4.758], [-2.526, -1.901, -2.933], [-2.375, -3.590, -2.573], [-3.603, -2.598, -1.813], [-4.368, -4.875, -3.826], [-5.188, -2.402, 3.164], [-3.718, -2.152, 3.228], [-3.130, -1.916, 1.771], [-3.600, -0.911, 3.855], [-5.421, -3.390, 2.766], [-5.652, -1.632, 2.548], [-5.649, -2.389, 4.151], [-3.275, -2.922, 3.861], [-3.274, -0.882, 1.458], [-3.618, -2.504, 0.993], [-2.045, -2.002, 1.720], [-2.672, -0.666, 3.830], [0.158, 5.336, 0.535], [-0.107, 4.057, -0.279], [-1.317, 4.072, -1.145], [1.052, 3.978, -1.151], [-0.424, 5.199, 1.446], [-0.240, 6.187, -0.018], [1.202, 5.437, 0.834], [-0.022, 3.165, 0.342], [-2.196, 3.805, -0.559], [-1.263, 3.321, -1.934], [-1.565, 5.053, -1.550], [1.140, 4.809, -1.623]],
  "atomic_forces_ev_per_a": [[-0.002, -1.010, -0.657], [-0.542, 0.474, 0.917], [0.817, -0.472, 0.217], [0.534, 0.261, -0.076], [0.616, 0.438, -0.037], [-2.155, -1.152, 3.448], [0.404, -0.952, -0.753], [0.009, 1.598, -0.938], [0.222, 0.221, -2.982], [-0.005, 0.048, 1.205], [0.246, -0.551, -0.733], [-2.017, 1.117, -1.288], [1.674, -0.113, 0.231], [-0.199, -0.393, 0.376], [-0.746, -0.208, -0.048], [0.255, -0.091, -0.048], [0.506, 0.326, 0.016], [0.104, -0.155, 0.164], [0.272, -0.495, 0.009], [0.355, 0.188, -0.018], [-0.251, 0.119, 0.357], [0.022, 0.768, 0.457], [-1.968, -1.325, -1.031], [0.406, 0.535, -0.248], [0.760, 2.010, 1.440], [0.109, -0.101, 0.050], [-0.335, -0.013, -0.147], [0.104, 0.190, -0.343], [1.097, 0.071, 0.339], [-0.057, 0.055, -0.229], [0.066, -0.494, -0.208], [0.186, -0.053, 0.514], [-0.232, -1.289, 0.374], [-0.669, -0.387, -0.142], [0.455, -0.024, 1.559], [0.399, 0.652, 0.739], [-0.325, 0.587, -2.154], [-0.380, 0.012, 0.007], [-0.099, -0.372, -0.032], [-0.154, -0.295, 0.166], [0.945, -0.111, -0.089], [-0.098, 0.094, -0.027], [-0.067, 0.046, 0.178], [0.079, -0.132, -0.110], [-0.046, 0.000, 0.002], [0.180, -0.879, 0.683], [-1.377, -0.148, 2.645], [-1.280, -0.556, 0.601], [1.095, 0.970, -2.444], [-0.097, 0.123, -0.232], [-0.021, 0.201, 0.191], [0.124, -0.095, 0.151], [0.109, 0.207, -0.681], [0.599, 0.152, -0.013], [0.600, 0.288, -0.650], [-0.322, -0.375, -0.069], [0.433, 0.160, -0.234], [-0.269, -0.725, -0.480], [-0.550, 1.476, 1.975], [0.901, 0.171, -0.075], [0.035, -0.186, 0.139], [-0.093, 0.056, -0.105], [0.096, 0.038, -0.145], [0.254, -0.497, 0.048], [0.187, -0.093, -0.126], [-0.073, -0.396, -0.396], [0.369, 0.193, -0.048], [-0.712, -0.153, 0.089], [-0.122, 0.009, -0.356], [-0.543, 0.273, 1.170], [-0.023, -1.779, -0.894], [0.365, 0.617, 0.372], [-0.501, 0.968, 0.311], [0.101, 0.473, 0.001], [0.306, -0.184, 0.005], [0.012, 0.083, 0.013], [-0.133, 0.127, -0.175], [-0.519, -0.647, -0.592], [0.245, 0.481, -0.189], [0.001, 0.369, -0.035], [0.250, -0.186, -0.088], [-1.023, -0.090, -0.082], [1.245, -1.264, -1.473], [0.390, 0.105, -0.189], [0.022, 1.514, 0.948], [-0.135, 0.046, -0.188], [0.355, -0.046, -0.176], [-0.052, 0.123, 0.220], [-0.171, -0.260, -0.682], [-0.188, 0.223, 0.396], [-0.241, -0.065, -0.226], [0.208, -0.462, 0.364], [-0.168, 0.090, 0.576], [0.192, -0.281, -0.030], [0.692, -0.709, 0.790], [0.380, 1.506, 0.514], [-0.543, -0.598, -0.303], [0.039, -0.216, 0.044], [-0.050, 0.445, -0.066], [-0.056, -0.066, -0.316], [0.082, 0.760, -0.451], [0.144, 0.167, -0.319], [-0.314, -0.383, -0.397], [-0.204, -0.222, 0.117], [-0.374, -0.501, 0.305], [-0.842, -0.581, -0.131], [-0.087, 0.994, -1.655], [0.030, -0.553, 0.640], [-0.202, 0.802, 1.108], [0.063, -0.002, -0.299], [-0.141, -0.044, -0.014], [0.151, 0.241, 0.108], [0.626, -0.289, -0.456], [-0.522, 0.198, 0.443], [0.204, -0.430, 0.098], [0.009, -0.574, 0.162], [0.336, 0.207, -0.075], [-1.398, -1.067, 0.452], [1.330, 1.005, 0.453], [-1.250, -0.271, 0.209], [1.120, -0.697, -0.978], [-0.083, 0.536, 0.189], [0.316, 0.206, 0.160], [-0.054, 0.037, -0.255], [-0.191, 0.000, -0.093], [-0.047, -0.073, 0.166], [0.147, 0.088, -0.020], [0.373, 0.059, -0.210], [-0.040, 0.234, -0.174]],
  "mulliken_charge": [2.079, -0.207, 0.021, -0.052, -0.148, 0.242, -0.624, -0.585, -0.904, -0.852, 1.763, -1.460, -0.708, -0.026, 0.488, 0.118, -0.636, 0.348, 0.308, 0.371, 0.086, -1.149, 0.120, -0.615, -0.237, 0.456, 0.162, 0.297, 0.482, -0.195, 0.501, 0.018, 0.260, -1.304, 0.979, -1.435, -0.612, 0.463, 0.271, 0.285, -0.062, 0.317, 0.237, 0.434, 0.400, -0.697, 1.237, -1.533, -0.389, -0.330, -0.037, 0.625, -0.168, 0.296, 0.472, 0.313, 0.197, -1.311, 0.840, -1.688, 0.281, 0.426, 0.052, 0.367, 0.283, 0.430, 0.451, 0.319, 0.328, -1.357, 2.082, -1.558, -0.419, 0.082, 0.419, 0.482, -1.058, 0.315, 0.371, 0.394, 0.216, -1.289, 0.831, -1.467, 0.963, 0.333, 0.455, 0.194, 0.209, 0.263, 0.298, 0.483, -0.671, -1.108, 0.135, -0.412, -0.577, 0.144, 0.377, 0.312, 0.448, -0.082, 0.419, -0.008, 0.357, -1.636, 0.841, -1.017, -0.638, 0.392, 0.220, 0.433, 0.228, 0.395, 0.402, 0.003, 0.376, -1.522, 1.879, -1.648, -0.529, 0.398, 0.469, 0.297, -0.667, 0.409, 0.229, 0.477, 0.176]
}